No. 1
The following is a quantum chemistry calculation of a 2-piece molecular cluster, C6H16 overall in a non-equilibrium geometry, from OMol25.

## Properties
multiplicity = 2
molar mass = 88.19 g mol⁻¹
ΔE to the lowest compared entry with this formula, charge and spin = 3.3 kJ/mol
charge = -1
HOMO (alpha / beta) = 1.553 / -7.821 eV
Kohn-Sham gap (alpha / beta) = 2.613 / 12.040 eV

```
22
C6H16, DFT ωB97M-V/def2-TZVPD
C -0.3426 2.4901 1.0549
C -0.1845 -2.7829 -0.5819
C 0.2346 1.2584 1.7689
C 1.7633 -1.5175 -1.5745
C -1.7675 2.2859 0.5443
C 0.2662 -1.4835 -1.2696
H -0.3475 3.3440 1.7397
H 2.1364 -0.6378 -2.0923
H 0.0414 -0.6194 -0.6535
H -2.0878 3.0696 -0.1448
H 2.3580 -1.6956 -0.6731
H -0.4940 -3.5456 -1.3033
H -1.0229 -2.5848 0.0989
H -0.2792 -1.3566 -2.2091
H -0.0434 1.2644 2.8233
H -0.1339 0.3464 1.3204
H -2.4666 2.2268 1.3826
H 0.6229 -3.1668 0.0382
H 0.2874 2.7887 0.2176
H -1.8391 1.3661 -0.0446
H 1.3224 1.3381 1.7662
H 1.9765 -2.3881 -2.2080
```



No. 2
The following is a quantum chemistry calculation of a single C5H16Si2 molecule in a non-equilibrium geometry, from OMol25.

## Properties
molar mass = 132.36 g mol⁻¹
ΔE to the lowest compared entry with this formula, charge and spin = 2.4 kJ/mol
HOMO = -9.205 eV
SMILES string = C[SiH](C)[Si](C)(C)C
Kohn-Sham gap = 10.196 eV

```
23
C5H16Si2, DFT ωB97M-V/def2-TZVPD
Si 0.1055 -0.5461 -0.8279
Si 0.4347 0.7196 1.1537
C 0.1892 0.0190 2.9018
C -0.6471 2.2449 0.9474
C 0.8717 -2.2930 -0.6989
C 0.9319 0.3191 -2.2773
C -1.7327 -0.5879 -1.1768
H -1.7138 2.0036 1.1639
H -2.2142 0.3543 -0.8700
H -2.1761 -1.4029 -0.6039
H -0.5855 -0.7137 2.8459
H 0.1816 -3.0741 -0.9482
H 2.0003 0.1956 -2.2282
H 1.1312 -0.4701 3.1901
H -0.3803 3.1290 1.5221
H 1.6398 -2.3620 -1.4355
H 1.3548 -2.5068 0.2753
H -0.0665 0.7147 3.6852
H 0.6130 -0.1595 -3.1837
H -1.9107 -0.7043 -2.2406
H -0.5684 2.5014 -0.1169
H 0.7270 1.4035 -2.3124
H 1.8148 1.2158 1.2349
```



No. 3
The following is a quantum chemistry calculation of C34H22AsF15GeN6OSTa as an isolated structure, from OMol25.

## Properties
molar mass = 1176.11 g mol⁻¹
ΔE to the lowest compared entry with this formula, charge and spin = 4.9 kJ/mol
charge = +3
HOMO = -16.228 eV
Kohn-Sham gap = 6.509 eV

```
82
C34H22AsF15GeN6OSTa, DFT ωB97M-V/def2-TZVPD
Ta 0.5690 0.8926 0.0674
As 0.6967 -0.4339 -3.2965
Ge -0.3471 4.7314 -0.3801
S -1.0222 2.5428 -0.1058
F 4.7637 3.1508 -0.6613
F -2.7528 7.4548 -4.2161
F 2.1912 2.5942 -0.5938
F -4.7325 6.4973 1.7736
F -3.5045 7.3392 4.0312
F -0.8506 6.9616 4.3767
F 0.5972 5.7841 2.4601
F -1.7734 5.8159 -6.1296
F 3.8367 7.7398 -0.1934
F -3.2825 5.2878 -0.1604
F -2.1314 7.0275 -1.6348
F -0.1566 3.7315 -5.4646
F 0.4842 3.3153 -2.9055
F 5.6340 5.7220 -0.4537
F 1.2032 7.1863 -0.1509
O 0.6727 0.2020 -1.6688
N 2.6129 0.1761 0.5159
N 2.6598 -1.7580 -0.8031
N 6.5897 0.0685 0.6582
N 4.6432 -0.8718 -0.0930
N 1.2373 1.8108 2.0395
N 4.6296 0.8591 1.5492
C 0.2266 -1.5031 1.6765
C -2.8016 6.7732 3.0780
C 4.3459 5.4645 -0.4054
C 3.3409 -0.8077 -0.1112
C -1.4379 6.5884 3.2498
C 2.5577 1.7602 2.3193
C 2.4078 0.0189 -4.0113
C -0.0242 -2.7046 1.0917
C 0.3269 -2.3031 -3.1792
C -1.1046 -2.5587 0.1297
C -1.6505 6.2046 -2.5631
C -1.3020 5.5676 1.0640
C 2.5511 3.9159 -0.4501
C -0.3402 4.3416 -3.2123
C 0.9297 3.1454 3.9956
C -3.4302 6.3418 1.9202
C -0.6433 4.5459 -4.5298
C -1.4702 5.6066 -4.8697
C 2.0806 6.1865 -0.2302
C 1.5970 4.8860 -0.2922
C 0.4406 2.4968 2.8803
C 3.1214 2.4044 3.3928
C 5.2799 0.0190 0.6831
C 3.3525 0.9019 1.4164
C -0.6925 -0.4944 1.0807
C 2.2908 3.1176 4.2506
C 3.4264 6.4927 -0.2700
C -0.7098 5.9907 2.2474
C -1.5173 -1.2699 0.1134
C -1.9725 6.4432 -3.8857
C -0.8415 5.1370 -2.1954
C -2.6751 5.7367 0.9419
C -0.7107 0.4621 -4.2057
C 3.9016 4.1574 -0.5049
H 2.2883 0.8611 -4.6861
H 3.0744 0.2796 -3.1947
H 0.9096 -1.3120 2.4936
H 1.7772 -2.0349 -0.3862
H 0.2434 3.6728 4.6474
H 2.7027 3.6339 5.1105
H 7.0836 0.6960 1.2731
H 2.8067 -0.8359 -4.5522
H -0.4731 1.5202 -4.3096
H -1.2672 0.1049 1.7983
H -2.3339 -0.8509 -0.4608
H 1.1425 -2.8605 -3.6319
H -0.5970 -2.4955 -3.7159
H -1.6383 0.3212 -3.6576
H 4.1881 2.3296 3.5526
H 0.4487 -3.6440 1.3584
H -0.6128 2.5290 2.6370
H 0.2042 -2.5767 -2.1351
H 3.2512 -2.5349 -1.0693
H 7.1110 -0.5625 0.0689
H -0.7985 0.0036 -5.1903
H -1.5451 -3.3726 -0.4351
```



No. 4
The following is a quantum chemistry calculation of a single C3H3N5 molecule in a non-equilibrium geometry, from OMol25.

## Properties
molar mass = 109.09 g mol⁻¹
ΔE to the lowest compared entry with this formula, charge and spin = 474.3 kJ/mol
HOMO = -9.180 eV
SMILES string = N=c1nnccnn1
Kohn-Sham gap = 8.068 eV

```
11
C3H3N5, DFT ωB97M-V/def2-TZVPD
N 0.8324 1.3291 1.0984
N -0.2935 -0.3109 -1.5071
N 1.9614 -1.0055 -1.3333
N 1.2248 0.9871 -0.0191
N -1.3114 -0.0536 -0.8958
C -0.5386 0.5503 1.5226
C 1.0193 -0.1608 -0.9033
C -1.3807 0.0872 0.5576
H -0.7613 0.7368 2.6160
H -2.3237 -0.3362 0.7613
H 1.5713 -1.8235 -1.8973
```



No. 5
The following is a quantum chemistry calculation of a 2-piece molecular cluster, C4H10O2 overall, from OMol25.

## Properties
molar mass = 90.12 g mol⁻¹
ΔE to the lowest compared entry with this formula, charge and spin = 188.4 kJ/mol
HOMO = -9.905 eV
SMILES string = CCC=O.CO
Kohn-Sham gap = 10.895 eV

```
16
C4H10O2, DFT ωB97M-V/def2-TZVPD
O 1.8225 0.0091 0.5361
O -0.5517 -0.6596 1.6049
C -2.2297 0.5026 -0.4730
C -0.6541 0.6086 -0.4140
C -0.6737 0.4122 1.0436
C 2.4584 -0.9317 -0.2822
H -2.7332 0.3002 0.4917
H 3.0974 -0.3888 -0.9807
H -2.6674 1.4259 -0.8320
H -0.2374 1.5755 -0.7321
H -0.1515 -0.1911 -0.9692
H -0.9978 1.3229 1.5803
H 1.1765 -0.4854 1.0623
H 1.7487 -1.5379 -0.8650
H 3.0735 -1.6089 0.3195
H -2.4804 -0.3535 -1.0903
```



No. 6
The following is a quantum chemistry calculation of a single CH2ClFP2 molecule in a non-equilibrium geometry, from OMol25.

## Properties
molar mass = 130.43 g mol⁻¹
ΔE to the lowest compared entry with this formula, charge and spin = 7.3 kJ/mol
HOMO = -9.624 eV
SMILES string = FP1#[PH][C@H]1Cl
Kohn-Sham gap = 9.866 eV

```
7
CH2ClFP2, DFT ωB97M-V/def2-TZVPD
Cl 0.2875 1.6805 -1.4805
P -0.4396 -1.1974 -0.2822
P 1.1963 -0.2168 0.9587
F -1.7424 -1.3389 0.7221
C -0.1685 0.5685 -0.1350
H 1.8260 -0.6518 -0.2589
H -0.9593 1.1559 0.4759
```



No. 7
The following is a quantum chemistry calculation of C6H12ClIO2PRe as an isolated structure in a non-equilibrium geometry, from OMol25.

## Properties
multiplicity = 4
molar mass = 495.70 g mol⁻¹
ΔE to the lowest compared entry with this formula, charge and spin = 0.0 kJ/mol
charge = +3
HOMO (alpha / beta) = -21.380 / -21.248 eV
Kohn-Sham gap (alpha / beta) = 6.906 / 6.551 eV

```
24
C6H12ClIO2PRe, DFT ωB97M-V/def2-TZVPD
Re 1.0272 2.6386 0.7699
I 2.5611 -3.2262 0.8123
Cl 0.3346 4.1248 2.2761
P 0.0158 0.7819 -0.4202
O -0.1100 -3.7957 -0.3425
O 2.2578 0.3334 2.5832
C 0.4505 -3.2351 0.5757
C -1.7972 1.0141 -0.0649
C 1.8984 1.2685 1.9199
C 0.0924 -2.2735 1.6012
C -0.4280 -0.5772 -1.7061
C 0.4085 1.9809 -1.7677
H -0.9801 -2.0196 1.5928
H 1.3405 1.6709 -2.2642
H 0.2076 -2.8235 2.5107
H 0.4738 3.0231 -1.3869
H -0.4165 1.8862 -2.4963
H -2.3812 1.1785 -0.9735
H -0.8797 -1.4747 -1.2419
H -1.9052 1.8651 0.6127
H -2.1655 0.1015 0.4195
H -1.1418 -0.1574 -2.4358
H 0.6916 -1.3479 1.7065
H 0.4452 -0.9366 -2.2804
```



No. 8
The following is a quantum chemistry calculation of a single C2H7N2OPS2 molecule in a non-equilibrium geometry, from OMol25.

## Properties
molar mass = 170.20 g mol⁻¹
ΔE to the lowest compared entry with this formula, charge and spin = 52.2 kJ/mol
HOMO = -8.899 eV
SMILES string = CC(=S)N[P@](N)(O)=S
Kohn-Sham gap = 8.665 eV

```
15
C2H7N2OPS2, DFT ωB97M-V/def2-TZVPD
S 1.8730 -1.3876 0.3717
S -2.2821 0.6051 1.2000
P 1.3068 0.4302 -0.0522
O 2.1121 1.2223 -1.1682
N 1.2563 1.3978 1.3646
N -0.3174 0.5344 -0.7271
C -1.6740 -1.7816 -0.3016
C -1.4925 -0.3114 0.2197
H 2.0187 1.1683 1.9467
H -0.7643 -2.2598 -0.4258
H 1.9112 0.7662 -2.0871
H 1.1646 2.3813 1.1011
H -2.2080 -2.4197 0.3903
H -2.1753 -1.8060 -1.2356
H -0.7290 1.4606 -0.5967
```



Q: Among the records above, which one has the highest molar mass?
A: C34H22AsF15GeN6OSTa



Q: Which value of molar mass does entry 4 give?
A: 109.09 g mol⁻¹



Q: The highest ΔE to the lowest compared entry with this formula, charge and spin belongs to which entry?
A: C3H3N5



Q: Which value of molar mass does entry 7 give?
A: 495.70 g mol⁻¹